No. 1
A structure of composition C39H48N5O3PdSSi2 at a distorted geometry. Source: the OMol25 dataset; level of theory: ωB97M-V with the def2-TZVPD basis set.

Structure (XYZ):
```
99
Properties=species:S:1:pos:R:3:lowdin_spin:R:1
Pd -1.7149 0.3278 -0.5203 1.225
S -2.9638 2.0643 -1.7515 0.939
Si -1.1858 -3.0429 1.0303 0.060
Si -3.1777 -0.6315 2.0970 0.063
O 4.7390 1.8473 0.8745 0.000
O 1.9837 4.8905 -1.6627 0.000
O 2.1797 -2.5601 -2.6461 0.006
N 2.5638 0.5884 0.4118 0.001
N -0.8565 3.5026 -1.2494 0.054
N 0.3778 1.2546 -0.1750 0.097
N 1.4074 -0.6665 -1.0935 0.005
N -3.7747 -0.8811 -1.0869 0.132
C -0.9772 -4.0914 -0.4967 -0.002
C -2.2956 3.0572 0.7002 0.023
C 1.4422 4.3520 -2.8766 0.000
C -1.8840 3.0019 -0.7263 0.073
C -1.1016 -1.9246 -4.1781 0.017
C -0.7489 -0.5366 -2.2472 0.358
C -4.6813 -0.9261 -2.0638 0.009
C 0.3946 -2.1061 1.3976 0.015
C 1.3846 0.4152 -0.2746 0.007
C 1.5998 5.4722 0.5939 0.001
C -5.3777 -2.0762 -2.3824 0.039
C 0.6540 5.0889 1.7313 0.001
C 6.1688 -1.5389 0.8318 0.000
C -1.5470 -0.9422 -3.3164 0.046
C 0.8372 2.5705 0.3373 0.012
C -2.5602 -1.7804 0.7200 0.511
C 5.8845 2.6382 1.1807 0.000
C 0.5019 -1.0561 -2.0836 0.058
C -5.0956 -3.2322 -1.6670 0.000
C 1.0366 2.6568 1.8440 0.001
C -3.5145 -1.9883 -0.3686 0.061
C -4.6416 0.3978 1.5738 0.005
C 1.0516 3.8261 2.4811 0.002
C -4.1524 -3.1964 -0.6572 0.043
C 0.0938 3.8882 -0.2200 0.008
C -1.6712 3.9087 1.4992 0.003
C 4.9103 0.5056 0.7781 0.000
C 6.1163 -0.1490 0.9368 0.000
C -1.5615 -4.1176 2.5025 0.023
C 0.1467 -2.5190 -3.9773 -0.009
C -0.5634 4.6908 0.8982 0.003
C -3.8542 -1.7207 3.4584 0.030
C 3.7322 -0.2116 0.5079 0.001
C 0.9435 -2.0789 -2.9413 0.015
C 3.7955 -1.5965 0.4482 0.000
C 1.2567 4.8477 -0.5300 0.001
C 5.0151 -2.2570 0.5959 0.000
C 2.7839 -3.4438 -3.5867 0.001
C -1.7178 0.2940 2.8141 0.014
H -2.0483 1.0812 3.5019 0.001
H 2.4547 6.1282 0.7066 0.000
H 2.7791 -3.0086 -4.5859 0.000
H -0.9830 5.5972 0.4470 0.000
H 3.8060 -3.5859 -3.2564 0.000
H -4.8916 1.1189 2.3605 0.000
H 0.5375 4.8820 -3.1722 0.000
H -1.4826 -3.5535 3.4346 0.000
H -5.4953 -0.2826 1.4680 0.000
H 0.4640 5.9115 2.4200 0.000
H -4.8587 -0.0034 -2.6070 0.000
H 6.2928 2.3701 2.1562 0.000
H 1.2689 3.8744 3.5447 0.000
H -1.0610 0.7587 2.0792 0.002
H 2.2149 4.4966 -3.6235 0.000
H -2.5066 -0.4835 -3.4959 0.007
H 5.5458 3.6669 1.1967 0.000
H -4.5355 -1.1345 4.0879 0.004
H -1.1491 -3.5169 -1.4161 0.000
H -1.9889 4.0682 2.5258 0.000
H 2.6944 1.4809 0.8529 0.000
H -2.5581 -4.5695 2.4597 0.000
H 1.2454 -2.5858 0.9040 0.001
H 1.2137 3.2923 -2.7784 0.000
H 7.1168 -2.0478 0.9553 0.000
H 0.4784 -3.3151 -4.6298 -0.001
H -1.6591 -4.9496 -0.4948 0.000
H -0.8244 -4.9278 2.5365 0.003
H 0.0457 -4.4836 -0.5297 0.000
H -1.7236 -2.2470 -5.0055 0.003
H -3.1553 2.4846 1.0241 0.007
H -3.0663 -2.1264 4.0984 0.000
H 5.0448 -3.3386 0.5411 0.000
H 7.0200 0.4109 1.1396 0.000
H 6.6538 2.5220 0.4162 0.000
H 2.2697 -4.4050 -3.6028 0.000
H 0.3376 -1.0757 1.0425 0.004
H -4.4250 -2.5621 3.0456 0.000
H -1.1142 -0.4206 3.3846 0.001
H -4.5388 0.9281 0.6290 0.007
H 2.8980 -2.1911 0.3402 0.000
H 1.8237 2.7211 -0.1025 0.002
H 0.6008 -2.0736 2.4720 0.001
H 2.2883 -1.1436 -1.1612 0.000
H -6.1172 -2.0666 -3.1728 0.003
H -5.6086 -4.1570 -1.9011 -0.001
H 1.2375 1.7269 2.3726 0.000
H -3.9233 -4.0810 -0.0728 0.003
```

## Properties
- <S²>: 6.0222
- LUMO (spin up / spin down): -0.08490 / -0.20346 hartree
- 2S+1: 5
- Charge: +1
- HOMO level (spin up / spin down): -10.13 / -10.28 eV
- Energy above the lowest of the compared OMol25 structures with the same formula, charge and spin: 0.0 kcal/mol
- E: -84875.198 eV

No. 2
A structure of composition CH4IOP at a distorted geometry. Source: the OMol25 dataset; level of theory: ωB97M-V with the def2-TZVPD basis set.

Structure (XYZ):
```
8
Properties=species:S:1:pos:R:3:nbo_charge:R:1
I 3.8478 -0.1669 0.0104 -0.198
P 1.8639 1.2840 0.0309 0.745
O 0.7844 0.2030 -0.4798 -0.821
C 0.6518 -0.8214 0.4437 -0.279
H 2.1649 1.8427 -1.5570 -0.020
H 0.6562 -1.8313 -0.0240 0.205
H 1.5042 -0.8415 1.0662 0.181
H -0.3027 -0.6575 1.0804 0.188
```

## Properties
- LUMO: 0.00433 hartree
- Charge: 0
- HOMO level: -9.13 eV
- Energy above the lowest of the compared OMol25 structures with the same formula, charge and spin: 16.0 kcal/mol
- E: -20537.984 eV

No. 3
The molecule C22H13F3N4O5S2 at a distorted geometry. Source: the OMol25 dataset; level of theory: ωB97M-V with the def2-TZVPD basis set.

Structure (XYZ):
```
49
Properties=species:S:1:pos:R:3:nbo_charge:R:1
S 0.8585 -2.9080 -1.9004 2.195
S 2.5124 -4.0103 -4.6016 0.446
F -0.2147 1.8451 -2.1778 -0.313
F -0.6549 1.8873 -4.3653 -0.301
F -2.3121 1.4808 -2.9095 -0.289
O -0.1601 -3.9042 -2.2697 -0.874
O 0.6805 -0.5238 -3.2318 -0.310
O -1.5387 -1.1240 -3.4761 -0.496
O 2.1735 -3.4919 -1.5040 -0.881
O 0.6275 0.5177 4.2169 -0.528
N -2.5968 1.2864 2.3083 -0.399
N 1.1410 -1.8784 -3.2878 -0.374
N -1.6362 -2.0128 4.7282 -0.292
N 1.6659 -1.6999 -5.5655 -0.472
C -0.3354 0.2200 5.2502 -0.161
C 0.6227 0.0177 0.9787 -0.107
C -3.4536 0.5041 1.6132 0.018
C -1.6391 -0.6560 0.5113 -0.087
C -0.7528 0.1692 1.2133 -0.020
C 0.2250 -1.7765 -0.6284 -0.319
C 1.4509 2.7132 4.1776 -0.265
C 0.5737 1.7787 3.6725 0.350
C -1.2609 1.1421 2.1193 0.192
C 1.4990 4.0298 3.7098 -0.193
C 2.6878 -3.6845 -6.3089 -0.470
C 0.6079 4.3669 2.6777 -0.211
C -0.3163 3.4582 2.1499 -0.165
C 1.7232 -2.4191 -4.4185 0.186
C 2.2121 -2.4087 -6.6237 -0.030
C -1.0640 -1.0470 4.9712 0.253
C 1.1066 -0.9304 0.0903 -0.214
C -0.9878 1.2603 -3.1816 0.910
C -1.1692 -1.6508 -0.3895 -0.126
C -2.9906 -0.5012 0.7828 -0.191
C -0.6625 -0.2592 -3.3219 0.690
C -0.3445 2.1322 2.6727 -0.139
H -1.8925 -2.2436 -0.9569 0.260
H -4.5540 0.6320 1.7634 0.211
H 2.2202 4.7176 4.1428 0.226
H -3.7155 -1.1482 0.2602 0.223
H 2.2010 -1.9590 -7.5674 0.213
H 0.6195 5.3714 2.3088 0.217
H 2.1903 -0.9081 -0.0663 0.247
H 3.1424 -4.3794 -6.9996 0.249
H -1.0888 1.0231 5.3571 0.235
H -1.0816 3.7662 1.4465 0.232
H 0.1998 0.1081 6.1823 0.225
H 2.1623 2.4112 4.9481 0.225
H 1.3188 0.6858 1.4992 0.223
```

## Properties
- SMILES string: N#CCOc1ccccc1-c1nccc2cc(S(=O)(=O)N(OC(=O)C(F)(F)F)c3nccs3)ccc12
- LUMO: -0.03532 hartree
- Charge: 0
- HOMO level: -8.67 eV
- Energy above the lowest of the compared OMol25 structures with the same formula, charge and spin: 0.0 kcal/mol
- E: -69041.093 eV

No. 4
A cluster of 3 separate species, C2H6N2S3 in total at a distorted geometry. Source: the OMol25 dataset; level of theory: ωB97M-V with the def2-TZVPD basis set.

Structure (XYZ):
```
13
Properties=species:S:1:pos:R:3:nbo_charge:R:1
S -1.9895 2.1670 0.7516 0.418
S -5.0728 -1.7325 -0.3134 -0.280
S -0.3378 -1.5115 0.0746 -0.045
N -0.7600 2.5328 1.5870 -0.757
N 2.3731 -0.8613 0.0966 -0.444
C 3.4044 0.0112 -0.3183 -0.412
C 1.1871 -1.0895 0.0654 0.248
H 4.1016 -0.6862 -0.8856 0.225
H 0.1624 2.1734 1.2274 0.341
H -4.0324 -1.0799 -0.8433 0.142
H 2.9524 0.8178 -0.8425 0.209
H 3.8672 0.3475 0.5783 0.216
H -5.8556 -1.0887 -1.1778 0.139
```

## Properties
- SMILES string: CN=C=S.N=S.S
- LUMO (spin up / spin down): -0.03953 / -0.03912 hartree
- Charge: 0
- HOMO level (spin up / spin down): -8.48 / -8.47 eV
- Energy above the lowest of the compared OMol25 structures with the same formula, charge and spin: 52.0 kcal/mol
- E: -37654.326 eV

No. 5
A structure of composition C47H54F12GeNO2PtSi4Te at a distorted geometry. Source: the OMol25 dataset; level of theory: ωB97M-V with the def2-TZVPD basis set.

Structure (XYZ):
```
123
Properties=species:S:1:pos:R:3:lowdin_spin:R:1
Pt -1.0395 -0.2597 -0.8965 0.564
Te 1.2963 -0.1405 -1.9859 0.042
Ge -1.3960 1.0890 1.0273 0.016
Si 4.5078 -0.2117 0.7392 0.002
Si 3.7309 3.0925 -0.7430 0.001
Si 3.4999 0.7994 -1.1000 0.005
Si 4.8185 0.2617 -2.9535 -0.001
F -2.5520 -3.6582 -2.7048 0.000
F -3.4917 2.2571 -0.9390 -0.001
F -3.7400 0.5084 -4.6819 0.002
F 1.1265 -5.3682 -2.0769 0.000
F -1.6245 -5.4082 -1.8244 0.001
F -5.7404 0.4801 -3.8549 0.003
F -1.0116 -4.7070 -3.7874 0.000
F -4.5405 -1.3373 -3.9100 0.001
F 1.4254 -3.7940 -3.5381 0.000
F -5.5536 1.9770 -1.4844 0.000
F -4.1150 2.5910 -2.9817 0.000
F 2.1049 -3.5159 -1.5156 0.001
O -2.5217 0.2997 -2.4351 0.185
O -0.3297 -2.1027 -2.4697 0.002
N -2.3803 -1.8488 -0.7338 0.057
C 1.0965 -4.0155 -2.2593 0.000
C -1.0155 0.4212 3.9017 0.001
C -0.4741 0.3293 2.6147 0.010
C -3.6933 2.6412 2.1254 0.000
C 2.9268 3.7092 0.8208 0.000
C 0.9082 -4.9497 2.8320 0.003
C -4.4747 -0.0129 -3.6983 0.010
C -3.7607 -1.7170 -0.5985 0.007
C -8.1154 -1.6144 -0.3086 0.000
C -4.9992 2.8253 2.5778 0.000
C -0.9965 -3.3380 2.4046 -0.003
C 0.0637 5.6170 0.5699 0.000
C -5.4448 0.4899 2.2525 0.000
C -5.9009 -0.7424 -1.1491 0.000
C 0.0430 -4.1159 1.9149 0.019
C 4.0777 1.0653 -4.4787 0.001
C -0.5252 -3.3742 -0.3450 0.022
C -0.2935 -3.3483 -1.8873 0.002
C -0.1758 4.8319 -0.5549 0.000
C -0.0559 5.0583 1.8395 0.000
C -0.4159 -0.2179 4.9859 0.001
C 4.7896 -1.5959 -3.1911 0.000
C 6.6353 0.7640 -2.9853 -0.001
C 1.2830 -1.0874 3.5242 0.000
C -4.4858 -2.6854 0.1280 0.003
C 4.3026 0.7739 2.3218 0.000
C -6.6056 -1.6699 -0.3923 0.000
C 0.2525 -4.1192 0.5412 -0.004
C 0.6831 -0.4406 2.4467 0.004
C -0.5554 3.4983 -0.4085 -0.001
C -0.7030 2.9301 0.8629 -0.001
C -1.7913 -2.6106 1.5417 0.021
C -5.8669 -2.6612 0.2326 0.000
C 6.3688 -0.2924 0.4595 0.000
C 5.5645 3.5290 -0.5865 0.000
C -1.3886 -4.2826 -2.5571 0.000
C -3.2322 1.3801 1.7383 0.001
C 0.7367 -0.9752 4.7978 0.000
C -4.1399 0.3142 1.8025 0.001
C 3.0730 4.0721 -2.1968 0.000
C -4.2841 1.7825 -1.9106 -0.002
C -5.8785 1.7503 2.6466 0.000
C -3.8620 0.2916 -2.2710 0.010
C 3.9250 -1.9629 1.0606 0.000
C -1.5891 -2.6139 0.1559 0.006
C -0.4338 3.7265 1.9795 0.000
C -4.5114 -0.7276 -1.2804 0.003
H 1.9176 3.2943 0.9347 0.000
H -5.3343 3.8186 2.8574 0.000
H 2.1652 -1.6994 3.3633 0.000
H -1.1768 -3.2833 3.4760 -0.001
H 1.9638 -4.8797 2.5495 0.001
H 1.1985 -1.4843 5.6374 0.000
H 6.1375 3.1575 -1.4455 0.000
H -0.0680 5.2591 -1.5471 0.000
H 0.1512 5.6588 2.7200 0.000
H 4.2588 -2.6387 0.2618 0.000
H 0.6282 -6.0065 2.7874 0.001
H 3.7174 3.9460 -3.0764 0.000
H 2.8257 -2.0154 1.0804 0.000
H 4.6571 0.1922 3.1837 0.000
H -0.7438 2.8871 -1.2879 0.000
H -3.9307 -3.4877 0.5937 0.000
H 1.0980 -0.5608 1.4460 0.002
H 3.7540 -1.9622 -3.1933 0.000
H -8.4620 -0.6116 -0.0387 0.000
H 3.0103 5.1399 -1.9528 0.000
H -3.0350 3.5012 2.0650 0.000
H 1.0637 -4.7308 0.1682 -0.001
H -2.5927 -2.0068 1.9431 0.001
H 7.0866 0.4061 -3.9208 0.000
H -6.8959 1.8966 2.9885 0.000
H 3.5069 3.4191 1.7044 0.000
H 6.6184 -1.0371 -0.3101 0.000
H 5.3149 -2.1041 -2.3692 0.000
H -6.3726 -3.4364 0.8041 0.000
H 4.5602 0.7022 -5.3966 0.000
H 6.7532 1.8551 -2.9480 0.000
H -6.4816 0.0034 -1.6703 0.000
H 4.3120 -2.3322 2.0202 0.000
H 4.8798 1.7076 2.2738 0.000
H -3.8433 -0.6703 1.4667 0.000
H 6.8922 -0.5648 1.3871 0.000
H 5.9948 3.0757 0.3200 0.000
H -8.4908 -2.3150 0.4411 0.000
H -8.5802 -1.8718 -1.2672 0.000
H 7.1999 0.3388 -2.1444 0.000
H 3.0033 0.8495 -4.5414 0.002
H 2.8340 4.8019 0.8043 0.000
H 5.7073 4.6185 -0.5227 0.000
H -1.9323 0.9858 4.0581 0.000
H 3.2562 1.0398 2.4997 0.000
H -0.8577 -0.1359 5.9729 0.000
H -6.1234 -0.3565 2.2719 0.000
H 5.2610 -1.8882 -4.1390 0.000
H -0.5124 3.2941 2.9759 0.000
H 6.7555 0.6784 0.1173 0.000
H 2.0664 3.7222 -2.4677 0.001
H 0.8097 -4.6193 3.8712 0.000
H 4.1934 2.1569 -4.4344 0.000
H 0.3466 6.6589 0.4590 0.000
```

## Properties
- <S²>: 0.7589
- LUMO (spin up / spin down): 0.15028 / 0.14981 hartree
- 2S+1: 2
- Charge: -2
- HOMO level (spin up / spin down): -1.81 / -1.83 eV
- Energy above the lowest of the compared OMol25 structures with the same formula, charge and spin: 40.6 kcal/mol
- E: -186383.599 eV